# C18H18N2

2 unconnected molecules or ions with the total composition C18H18N2 (the ωB97M-V functional and the def2-TZVPD basis, the OMol25 dataset).

Values from the calculation:
- E_LUMO (eV) = 0.6770
- SMILES = Cc1c[nH]c2ccccc12.Cc1c[nH]c2ccccc12
- E_HOMO (eV) = -7.91
- ΔE to the lowest compared entry with this formula, charge and spin (kJ/mol) = 67.0

XYZ file:
```
38
Properties=species:S:1:pos:R:3:forces:R:3:mulliken_charge:R:1
N -2.266259 0.634513 0.004989 -0.62 0.44 -0.47 -0.105
N 0.757761 -2.137833 -0.564463 0.30 0.05 -0.22 0.012
C -0.345684 2.183553 0.542745 0.37 0.17 -0.61 -0.421
C -1.779925 3.973730 -1.101605 -0.06 0.22 0.11 -0.272
C -0.600387 4.369499 -0.502857 -0.64 -0.12 0.28 -0.782
C 4.162964 -3.996543 0.682892 -0.67 -0.50 0.10 -0.618
C -1.551899 1.811445 -0.058971 0.27 -0.39 0.09 0.025
C 2.313908 -2.483266 0.998238 0.91 -0.18 -0.58 0.813
C 1.465863 -1.419102 1.448718 -0.72 -0.60 0.35 0.395
C 0.123066 3.455933 0.279251 0.27 0.06 0.03 -0.544
C 3.497762 -3.081886 1.462714 0.01 0.13 0.39 -0.377
C 3.642119 -4.423273 -0.560781 0.98 0.53 0.03 -0.416
C -3.417831 0.778447 -0.769092 0.75 -0.66 0.66 -0.744
C -3.435797 1.980004 -1.388591 0.10 0.49 0.10 0.504
C -4.488666 2.550682 -2.286537 0.26 0.02 -0.02 -1.317
C 1.882959 -2.879968 -0.281263 -0.85 -0.25 0.31 -0.042
C 0.540512 -1.247335 0.460087 -0.16 -0.10 0.16 0.446
C -2.245317 2.666035 -0.932960 -0.15 0.07 0.17 0.676
C 2.480012 -3.884792 -1.051583 0.06 1.10 -0.19 -0.840
C 1.425202 -0.868233 2.844910 0.67 0.42 -0.65 -1.459
H -4.057011 -0.080966 -0.701004 -0.62 0.12 -0.52 0.417
H -0.293306 -0.568028 0.397218 0.24 -0.11 0.03 -0.426
H -5.439430 2.100685 -2.010913 -0.20 0.12 -0.34 0.343
H 1.093142 3.743309 0.671341 -0.13 0.04 0.10 0.385
H -0.341214 5.419402 -0.534720 0.36 -0.10 -0.18 0.360
H 2.122156 -3.966177 -2.072333 0.14 -0.60 0.03 0.319
H 4.337009 -4.986708 -1.172016 -0.49 -0.45 -0.13 0.345
H -4.263851 2.394296 -3.345220 -0.12 -0.32 0.06 0.259
H -4.556163 3.637568 -2.201606 -0.09 -0.07 0.34 0.339
H 0.527717 -0.275182 2.997438 -0.02 0.07 0.14 0.394
H 1.476497 -1.664044 3.581656 -0.16 -0.14 0.07 0.404
H -2.156640 -0.162920 0.600180 0.25 0.17 0.24 0.237
H 0.310361 1.490152 1.052531 -0.29 -0.04 0.27 0.145
H 5.049170 -4.470569 1.079625 0.18 0.09 -0.14 0.368
H -2.389053 4.709718 -1.611366 0.06 -0.07 -0.25 0.307
H 2.308408 -0.240560 3.003187 -0.16 0.11 0.20 0.330
H 3.923135 -2.827679 2.425511 -0.08 0.14 0.06 0.348
H 0.188711 -2.233909 -1.385349 0.06 0.12 -0.03 0.190
```
Positions in Å, forces in eV/Å.


# C20H40Cl3N6O2Si2V

A molecular structure, C20H40Cl3N6O2Si2V (the ωB97M-V functional and the def2-TZVPD basis, the OMol25 dataset).

Values from the calculation:
- E_LUMO (spin up / spin down) (eV) = 0.3375 / 0.3666
- multiplicity = 3
- <S²> = 2.04
- E_HOMO (spin up / spin down) (eV) = -7.02 / -7.02

XYZ file:
```
74
Properties=species:S:1:pos:R:3:forces:R:3:mulliken_charge:R:1
V 0.035702 -0.008073 0.083586 -0.54 0.19 0.38 0.118
Cl -1.935455 -1.238934 5.030029 0.04 0.01 -0.03 -0.163
Cl -2.837462 -2.619246 2.653359 0.11 0.02 -0.02 -0.137
Cl -4.623953 -0.850747 4.029536 -0.03 0.01 0.00 -0.128
Si -2.957548 0.292427 -1.224848 0.04 -0.02 -0.13 0.292
Si 2.893102 -0.542639 -1.847265 -0.01 0.06 -0.06 -0.096
O -2.770544 1.235454 3.231190 0.10 0.05 0.03 -0.823
O -1.646317 -0.075568 1.791989 0.33 -0.05 -0.02 -0.329
N 0.257859 -1.834529 1.171925 0.08 -0.20 0.19 -0.289
N 1.300399 0.838545 1.937251 0.20 -0.26 -0.11 0.724
N -1.319214 -0.356558 -1.176697 -0.40 -0.20 -0.26 0.974
N 1.261210 -0.819658 -1.317371 0.21 -0.10 -0.09 1.326
N 0.171885 2.081333 -0.174437 -0.14 0.53 0.60 -0.332
N -0.795987 3.161796 2.418677 -0.02 -0.06 -0.20 -0.345
C 0.338951 2.855186 3.277436 0.02 -0.05 -0.04 -1.415
C 4.195927 -1.124979 -0.598866 -0.02 0.05 -0.02 -1.259
C 2.194476 1.758110 1.212638 -0.01 0.07 0.00 -0.206
C -0.022907 -3.655521 -3.406593 0.01 -0.02 0.01 -0.888
C -2.946347 -1.096151 3.560204 0.05 0.02 -0.01 0.893
C 1.973063 -0.447276 2.244243 0.05 0.03 0.07 -0.204
C -1.361828 -3.303514 -3.478961 0.00 -0.02 0.01 -1.106
C -2.394501 0.164617 2.767500 -0.25 0.04 -0.20 -0.244
C 0.972852 -1.576142 2.438483 0.04 -0.01 0.01 -0.521
C 3.419817 -1.344540 -3.467501 -0.12 -0.04 0.02 -1.443
C 0.433128 -1.731747 -1.996532 0.15 0.10 -0.01 0.107
C 1.428997 2.712083 0.281580 0.09 0.02 0.07 -1.013
C -4.149319 -0.929384 -0.454515 -0.02 0.08 0.00 -0.823
C 3.154865 1.303366 -2.181621 0.04 -0.03 0.05 -1.136
C -3.131696 1.918823 -0.313123 0.08 -0.04 0.06 -1.026
C 0.858981 -2.884663 -2.663288 -0.06 -0.05 0.10 -0.747
C -1.823641 -2.210029 -2.761655 0.02 -0.14 0.13 -0.727
C -3.407766 0.701602 -3.009288 -0.01 -0.05 0.01 -1.355
C -0.954335 -1.441635 -1.986126 0.02 0.16 -0.04 0.851
C 0.812514 1.405417 3.221156 -0.08 0.01 0.03 -0.473
H -1.614794 2.621789 2.710947 0.03 -0.04 -0.03 0.185
H 0.122266 3.027855 4.339993 0.03 -0.01 0.01 0.565
H -0.130570 2.471371 -1.059265 0.07 -0.11 -0.07 0.415
H 1.644058 1.344078 3.938993 -0.01 -0.02 0.00 0.253
H 4.324240 -0.821759 -3.790358 0.00 0.00 0.00 0.440
H 2.619179 -0.698851 1.404661 0.01 -0.02 -0.02 -0.405
H 2.607045 -0.356137 3.136506 0.00 0.02 -0.02 0.565
H -1.034121 4.143342 2.499278 0.01 -0.02 0.00 0.218
H 1.499593 -2.464931 2.794309 -0.01 0.00 -0.02 0.654
H -2.053827 -3.894131 -4.065114 0.00 0.00 0.00 0.401
H -4.139646 2.284494 -0.530758 -0.01 0.00 0.01 0.506
H 3.879230 -2.031790 -0.077124 -0.01 -0.01 -0.01 0.283
H -2.441707 2.688093 -0.666532 -0.02 0.01 -0.05 0.292
H -5.186151 -0.606894 -0.575347 0.00 0.02 -0.01 0.450
H 3.684601 1.832095 -1.386501 -0.01 0.00 -0.01 0.346
H -3.211514 1.758888 -3.202182 0.01 0.01 -0.01 0.339
H 1.208030 3.662113 0.768829 -0.04 -0.05 0.06 0.419
H 0.748073 -2.523971 0.611089 -0.02 0.06 -0.10 0.395
H -3.036848 1.831853 0.767866 0.02 0.01 0.04 0.071
H -4.054306 -1.931112 -0.874127 -0.01 -0.02 0.00 0.331
H -2.879540 -1.978590 -2.782302 -0.01 0.02 -0.01 0.334
H 0.339906 -4.535721 -3.922111 0.00 0.00 0.00 0.398
H -2.840882 0.120582 -3.736159 0.00 0.00 0.00 0.427
H 0.022848 0.756273 3.596119 -0.04 0.03 -0.03 0.226
H 1.164644 3.525225 3.026440 0.03 0.00 -0.02 0.416
H 2.830229 2.327014 1.902934 0.02 -0.01 -0.02 0.505
H -0.519540 2.378908 0.540593 0.04 0.04 -0.18 -0.143
H -3.942514 -1.000822 0.614497 -0.02 -0.01 -0.03 -0.019
H 2.671337 -1.244101 -4.255040 -0.01 0.00 0.00 0.361
H 0.235412 -1.314274 3.192025 -0.03 -0.01 0.05 -0.257
H -4.470087 0.528524 -3.198469 -0.01 0.01 0.00 0.341
H -0.679784 -2.173583 1.363928 -0.04 -0.04 0.03 -0.043
H 5.108751 -1.374724 -1.145485 0.03 0.03 0.01 0.486
H 2.061177 2.922458 -0.575073 -0.03 0.06 0.01 0.720
H 3.671976 -2.400702 -3.375131 0.00 0.00 -0.01 0.361
H 1.890610 -3.192906 -2.588013 0.06 0.02 -0.02 0.469
H 4.473030 -0.380783 0.151233 -0.02 -0.01 0.02 0.350
H 2.197743 1.795593 -2.359678 0.00 0.01 -0.03 0.191
H 3.750397 1.421649 -3.088580 0.02 -0.01 0.00 0.567
H 2.856551 1.146365 0.601014 -0.01 -0.02 -0.01 -0.470
```
Positions in Å, forces in eV/Å.


# C38H47AsGeO8Ru

A molecular structure, C38H47AsGeO8Ru (the ωB97M-V functional and the def2-TZVPD basis, the OMol25 dataset).

Values from the calculation:
- E_LUMO (spin up / spin down) (eV) = -5.6559 / -9.0596
- multiplicity = 5
- charge = +2
- <S²> = 6.03
- E_HOMO (spin up / spin down) (eV) = -13.48 / -13.55
- ΔE to the lowest compared entry with this formula, charge and spin (kJ/mol) = 0.0

XYZ file:
```
96
Properties=species:S:1:pos:R:3:forces:R:3:mulliken_charge:R:1
Ru -0.978704 0.190423 0.874325 -0.50 -0.58 -0.27 1.448
As 0.394080 -1.023570 -2.135981 -0.73 -0.02 1.32 -0.216
Ge -3.289674 -0.675494 2.423743 0.16 0.28 -0.09 -0.608
O 0.863136 0.706296 1.459724 1.68 1.13 -0.93 -0.721
O -0.238350 -0.879444 -0.530906 0.46 -0.62 -1.43 1.629
O -1.828792 0.982447 2.363998 -0.39 1.35 1.15 -0.087
O 6.213654 3.876369 1.491474 -0.28 -0.34 0.17 -0.395
O 0.688091 1.773395 -0.480363 0.64 0.34 0.11 -0.701
O -2.938926 -0.316333 0.569880 -0.76 -0.21 -0.79 0.963
O -1.750284 -1.629059 2.207197 0.73 -0.67 0.34 0.172
O 5.550798 2.250499 2.975701 -0.31 0.29 -0.64 -0.406
C 1.352887 1.481796 0.512504 -2.08 -1.09 1.26 0.517
C 0.055058 -2.823141 -2.592565 -0.04 -0.22 0.01 0.215
C -1.499523 1.757664 -5.327725 -0.01 -0.01 -0.04 -0.697
C 2.671777 2.088589 0.762257 0.93 -0.33 0.84 0.406
C 3.096966 3.081764 -0.153295 0.64 0.50 -0.27 -0.485
C -1.717435 2.265218 3.112269 -0.08 -0.68 -0.35 1.469
C 4.289748 3.753499 0.003365 -0.29 0.10 -0.36 -1.175
C 6.610485 3.190683 2.704677 -0.73 -0.12 -0.50 -0.230
C -3.659122 -1.061665 -1.605751 -0.08 -0.14 -0.07 -1.230
C -0.437747 -5.444208 -3.288820 -0.02 -0.03 0.01 -0.594
C -3.129057 2.640703 3.517241 -0.15 -0.02 -0.04 -1.795
C 0.490251 -4.703466 -4.011968 0.00 -0.06 -0.04 -0.759
C 3.437267 1.720859 1.870433 -0.92 -0.30 -0.42 -0.782
C -0.265854 1.519017 -3.274058 -0.10 -0.07 -0.32 -0.037
C 4.248920 0.291401 -2.868621 0.05 0.01 0.05 -0.821
C -1.007794 -2.500369 3.133053 -0.50 0.44 -0.17 1.726
C 0.396506 -1.944178 3.280744 0.11 0.12 -0.03 -1.373
C -1.615524 0.378071 -5.440356 -0.03 0.04 -0.03 -0.863
C 4.322521 -1.126405 -0.911087 0.08 0.06 -0.03 -0.820
C -3.583400 1.379679 -1.028161 0.15 0.09 0.00 -1.366
C 2.956199 -1.333652 -1.002383 0.07 0.13 -0.14 -0.586
C -1.719005 -2.520656 4.476558 -0.09 0.00 0.05 -1.880
C 0.743047 -3.386531 -3.665125 -0.03 -0.07 0.09 -0.419
C 5.040023 3.385349 1.106803 0.97 0.75 -0.09 0.986
C -0.835346 2.008669 4.316239 0.06 -0.06 0.13 -1.208
C 2.876393 0.096642 -2.968158 0.20 -0.06 0.19 -0.341
C -0.984052 -3.874259 2.498254 0.01 -0.19 -0.07 -1.562
C -0.830459 2.326716 -4.248838 -0.02 -0.05 -0.01 -0.924
C -0.876876 -3.555090 -1.860471 0.12 -0.12 -0.21 -0.170
C 2.245531 -0.713296 -2.030531 0.34 0.07 0.09 0.514
C -1.061417 -0.446550 -4.471457 -0.09 0.23 0.01 -0.507
C 4.625841 2.390465 2.012737 0.77 -0.32 1.08 0.792
C -1.119659 3.325752 2.202235 0.03 -0.05 -0.17 -1.509
C -0.391644 0.132496 -3.395558 -0.12 0.22 -0.18 0.379
C -3.883144 -0.022524 -0.530526 0.33 0.18 0.56 1.416
C -5.290707 -0.110987 0.023014 -0.14 0.02 0.06 -2.030
C -1.116845 -4.875585 -2.217804 0.01 0.00 -0.03 -1.156
C 4.965451 -0.314192 -1.842897 -0.02 0.03 0.01 -0.553
H 2.315929 0.570483 -3.761562 -0.04 0.01 -0.05 0.519
H 2.452724 3.300724 -0.995224 -0.01 -0.02 0.07 0.513
H 1.013288 -2.621234 3.876449 -0.08 0.02 0.01 0.609
H -2.560775 1.440957 -1.415536 -0.04 0.01 0.02 0.085
H 4.622770 4.522516 -0.681701 0.01 -0.06 0.07 0.506
H -2.732414 -2.919293 4.381719 0.03 0.00 0.00 0.447
H 0.380642 -0.966341 3.771315 -0.01 -0.06 -0.07 0.145
H -1.301838 4.316947 2.618436 0.03 -0.01 0.03 0.598
H -5.463047 0.637031 0.801737 0.01 -0.03 -0.04 0.407
H -3.594550 1.844525 4.102719 0.03 0.04 -0.01 0.437
H -3.697783 2.105534 -0.217886 0.01 -0.05 -0.05 0.128
H -1.160462 -1.520383 -4.552564 0.00 -0.03 -0.01 0.484
H -1.999936 -4.224247 2.300853 0.06 0.02 0.02 0.358
H -0.746509 3.403373 -4.169696 0.00 -0.03 -0.02 0.486
H 4.890562 -1.610154 -0.125631 -0.01 0.01 -0.04 0.483
H 0.263269 1.955744 -2.442582 -0.05 -0.02 -0.04 0.593
H 0.864548 -1.836422 2.299417 -0.01 0.01 0.01 -0.060
H -1.776079 -1.514094 4.903475 0.02 -0.04 -0.02 0.374
H -1.927828 2.396020 -6.091476 0.00 -0.04 0.05 0.436
H -3.750521 2.838824 2.638182 0.07 -0.02 0.08 0.304
H -3.932519 -2.056371 -1.247172 0.01 0.04 -0.02 0.340
H -4.261751 -0.829359 -2.486483 0.00 -0.03 0.04 0.509
H 3.111498 0.959510 2.567562 -0.06 0.05 -0.07 0.622
H 2.453068 -1.972675 -0.288853 -0.07 -0.02 0.03 0.390
H -1.399838 -3.107198 -1.029767 -0.02 0.09 0.12 0.558
H 4.758010 0.910471 -3.596267 0.00 -0.02 0.01 0.479
H 6.686516 3.902833 3.514789 -0.07 0.19 0.17 0.304
H -1.835658 -5.462287 -1.659059 0.03 0.03 -0.02 0.491
H -2.615211 -1.078668 -1.903810 0.13 0.03 -0.05 0.066
H -1.579514 3.290660 1.210954 -0.01 0.01 0.04 0.207
H -2.137879 -0.058299 -6.282369 0.02 0.03 0.03 0.455
H -0.431107 -3.851219 1.555182 -0.06 0.01 0.03 0.206
H -0.680227 2.938424 4.867846 -0.01 -0.04 0.01 0.456
H -1.181252 -3.151777 5.183992 0.01 -0.01 0.00 0.443
H -1.296769 1.283375 4.991888 0.04 0.05 -0.05 0.267
H 6.037033 -0.163922 -1.776007 -0.05 -0.03 -0.02 0.481
H -0.628779 -6.476037 -3.561467 0.01 0.08 0.02 0.416
H -5.495376 -1.102947 0.432618 0.01 0.01 0.00 0.489
H 7.538609 2.662021 2.535497 0.16 -0.16 -0.11 0.301
H -4.261247 1.658709 -1.836204 -0.01 -0.04 0.02 0.561
H 0.136406 1.624983 3.996959 -0.04 0.02 0.00 0.102
H -0.040480 3.195471 2.097261 -0.04 -0.01 -0.01 0.118
H -6.010004 0.067037 -0.777550 0.00 0.00 0.02 0.457
H 1.019260 -5.153955 -4.843448 -0.04 0.02 0.06 0.428
H -0.497943 -4.588828 3.165247 0.00 0.00 -0.04 0.428
H 1.476097 -2.814207 -4.220012 0.03 0.04 -0.03 0.463
H -3.108225 3.539941 4.133214 -0.03 0.01 0.00 0.485
```
Positions in Å, forces in eV/Å.


# C6H28O9

10 unconnected molecules or ions with the total composition C6H28O9 (the ωB97M-V functional and the def2-TZVPD basis, the OMol25 dataset).

Values from the calculation:
- E_LUMO (eV) = 0.1717
- SMILES = C=C(C)C(=C)C.O.O.O.O.O.O.O.O.O
- E_HOMO (eV) = -9.74
- ΔE to the lowest compared entry with this formula, charge and spin (kJ/mol) = 231.4

XYZ file:
```
43
Properties=species:S:1:pos:R:3:forces:R:3:mulliken_charge:R:1
O -1.108572 0.195387 3.941404 0.38 -0.08 0.33 -0.739
O 1.830936 -3.976313 0.403459 -0.11 0.11 0.11 -0.627
O 1.401747 4.214293 -1.159017 0.74 0.41 -0.37 -0.647
O -1.967302 2.922541 -1.779008 -0.09 0.12 -0.44 -0.610
O -1.477068 -0.827745 -4.004354 -0.36 -0.49 0.76 -0.727
O -0.332425 1.697988 -3.904580 -0.07 0.28 -0.08 -0.571
O -2.968148 -1.590932 2.486126 0.42 -0.20 -0.40 -0.624
O -0.024785 -2.144752 3.062691 0.24 -0.20 -0.29 -0.487
O 3.184475 -1.310754 2.612135 -0.07 0.42 -0.08 -0.621
C 0.846367 0.613289 -0.108928 -1.45 0.24 -1.00 0.723
C -0.290262 -1.660202 -0.446265 -0.91 0.54 -1.89 -1.154
C 1.258393 0.934810 1.102524 1.33 0.94 0.33 -0.833
C -0.426773 -0.164322 -0.295485 0.17 -0.49 2.11 1.664
C 1.420090 1.093244 -1.407276 0.41 0.46 -0.20 -1.414
C -1.585014 0.343936 0.135428 -0.33 -0.11 -1.05 -1.400
H -2.813552 -2.287323 1.834522 -0.48 -0.08 0.05 0.314
H -0.611587 0.829936 -4.242572 0.01 0.15 0.06 0.330
H 0.703495 1.691949 -1.994803 0.14 -0.53 0.39 0.256
H -2.666209 2.928266 -2.447466 -0.03 0.03 0.33 0.281
H 0.170821 -2.062992 0.428556 0.36 -0.39 0.41 -0.163
H 3.839747 -0.762176 2.163747 0.07 -0.20 0.04 0.303
H -2.047049 -1.318878 2.601773 -0.01 0.11 0.30 0.328
H -1.778485 1.389323 0.292247 0.40 0.35 0.25 0.296
H 2.286942 3.861633 -1.364275 -0.74 0.15 0.24 0.331
H 1.662575 0.219727 -2.024203 0.05 0.16 -0.01 0.299
H 1.834607 -3.065053 0.099682 0.23 0.02 -0.29 0.363
H -2.493336 -0.252392 0.147689 0.16 -0.17 -0.03 0.240
H -0.296380 -1.454835 3.689556 -0.14 -0.34 0.07 0.323
H -2.410611 -0.910855 -3.770644 -0.23 0.31 -0.60 0.343
H -1.895902 0.564439 3.530770 0.07 0.20 -0.12 0.325
H -0.036291 -3.001184 3.507990 -0.05 0.37 0.13 0.238
H -1.123515 -1.160468 -3.166963 0.61 0.11 -0.16 0.301
H 2.068649 1.671577 1.201256 -0.07 -0.49 0.02 0.332
H 0.369054 2.052267 -4.456646 -0.06 -0.17 -0.17 0.269
H 0.907932 3.508696 -0.745732 -0.08 -0.31 0.18 0.329
H 1.546197 -3.847341 1.313018 0.09 -0.22 0.24 0.296
H 2.415799 -0.724079 2.644064 0.05 -0.40 0.01 0.313
H 0.900045 0.525499 2.040145 -0.50 -0.01 -0.34 0.005
H -0.339175 0.716091 3.677005 -0.50 0.23 -0.06 0.298
H 0.224408 -1.947440 -1.391963 0.12 0.05 0.75 0.450
H 2.317008 1.719793 -1.305420 -0.02 -0.47 0.18 0.385
H -1.306848 -2.057155 -0.551022 0.19 -0.24 0.21 0.384
H -1.190006 2.832504 -2.349163 0.05 -0.14 0.09 0.298
```
Positions in Å, forces in eV/Å.


| no. | largest force on an atom (eV/A) | total energy (eV) |
| --- | --- | --- |
| 1 | 1.19 | -21938.3961 |
| 2 | 0.81 | -113441.2727 |
| 3 | 2.66 | -176471.4852 |
| 4 | 2.17 | -25102.3943 |